No. 1
A structure of composition C35H40BrMgN7O16PSe, computed with the ωB97M-V functional and the def2-TZVPD basis.

```
! wB97M-V def2-TZVPD RIJCOSX def2/J DEFGRID3
* xyz -1 1
Mg 1.005 0.328 -0.172
C -6.448 1.953 -1.611
C -6.116 1.050 -0.415
C -7.092 -0.126 -0.422
C -6.319 1.838 0.887
C -4.662 0.591 -0.499
C -3.642 1.536 -0.543
C -2.334 1.122 -0.580
Br -0.969 2.453 -0.611
C -1.916 -0.227 -0.560
O -0.646 -0.536 -0.579
C -2.953 -1.185 -0.498
C -4.276 -0.741 -0.482
C -2.741 -2.707 -0.388
C -1.283 -3.182 -0.392
C -3.363 -3.190 0.934
C -3.439 -3.403 -1.567
H -7.487 2.288 -1.559
H -6.304 1.415 -2.551
H -5.811 2.838 -1.632
H -8.117 0.251 -0.386
H -6.946 -0.774 0.444
H -6.987 -0.730 -1.326
H -7.359 2.164 0.979
H -5.681 2.722 0.919
H -6.066 1.223 1.752
H -3.857 2.597 -0.529
H -5.049 -1.495 -0.431
H -0.701 -2.730 0.408
H -0.797 -2.949 -1.339
H -1.280 -4.269 -0.264
H -2.900 -2.677 1.778
H -3.205 -4.266 1.052
H -4.436 -3.001 0.974
H -3.018 -3.059 -2.515
H -4.511 -3.203 -1.586
H -3.299 -4.485 -1.502
O 2.717 4.149 -0.309
C 2.780 2.950 -0.533
O 2.167 2.029 0.120
C 3.721 2.494 -1.641
C 4.225 3.435 -2.530
C 5.114 3.029 -3.507
C 5.559 1.726 -3.625
C 5.061 0.826 -2.706
C 4.137 1.177 -1.739
N 5.553 -0.560 -2.742
O 6.105 -0.941 -3.749
O 5.363 -1.252 -1.755
N 5.640 4.029 -4.460
O 5.266 5.174 -4.335
O 6.416 3.637 -5.309
H 3.918 4.467 -2.444
H 6.266 1.435 -4.386
H 3.734 0.418 -1.089
N 4.029 -1.247 1.382
C 4.017 0.108 2.020
P 2.367 0.144 2.861
O 2.502 -0.856 3.943
O 1.403 -0.027 1.720
C 2.097 1.863 3.468
N 1.124 2.587 2.609
H 3.237 -1.386 0.715
H 3.917 -1.961 2.107
H 4.870 -1.441 0.837
H 4.137 0.863 1.247
H 4.831 0.155 2.740
H 3.040 2.414 3.481
H 1.693 1.822 4.481
H 0.150 2.109 2.617
H 1.491 2.537 1.648
H 0.966 3.530 2.955
O 0.708 -5.844 -4.739
N 0.433 -4.663 -4.822
O -0.185 -4.159 -5.740
C 0.901 -3.781 -3.758
C 1.657 -4.303 -2.727
C 2.118 -3.469 -1.735
C 1.821 -2.066 -1.678
O 2.146 -1.323 -0.708
C 1.051 -1.609 -2.807
C 0.593 -2.435 -3.804
N 0.705 -0.199 -2.948
O 1.387 0.627 -2.323
O -0.175 0.115 -3.701
N 2.907 -4.113 -0.684
O 2.774 -5.309 -0.530
O 3.586 -3.414 0.051
H 1.886 -5.356 -2.694
H -0.002 -2.032 -4.609
Se -1.776 1.363 3.143
C -0.953 1.854 4.793
C -0.816 3.195 5.178
C -0.092 3.557 6.308
C 0.512 2.588 7.098
C 0.367 1.251 6.745
C -0.353 0.891 5.615
H -1.293 3.958 4.571
H -0.004 4.605 6.574
H 1.078 2.870 7.978
H 0.832 0.477 7.344
H -0.426 -0.151 5.332
*
```

The highest occupied orbital energy comes out at -0.16155 hartree. Its HOMO-LUMO gap is 0.180 hartree. As for the energy above the lowest of the compared OMol25 structures with the same formula, charge and spin: 0.0 kcal per mole.



No. 2
A structure of composition C35H40CsN3O2S5, computed with the ωB97M-V functional and the def2-TZVPD basis.

```
! wB97M-V def2-TZVPD RIJCOSX def2/J DEFGRID3
* xyz -2 1
Cs 0.145 -0.922 0.166
C -0.596 2.008 -3.244
C 0.803 2.526 -3.599
C 0.710 3.692 -4.579
C 1.675 1.377 -4.080
C 1.938 1.190 -5.429
C 2.671 0.096 -5.873
C 3.120 -0.825 -4.947
C 2.870 -0.682 -3.580
C 3.323 -1.827 -2.682
C 4.124 -1.421 -1.441
C 2.111 -2.688 -2.303
C 2.156 0.445 -3.126
N 1.796 0.634 -1.781
C 2.420 1.620 -1.153
O 3.417 2.266 -1.541
C 1.844 2.055 0.193
C 2.657 2.787 1.053
C 2.121 3.254 2.242
C 0.790 3.002 2.532
C 0.044 2.251 1.632
N 0.573 1.787 0.497
C -1.408 1.940 1.961
O -1.998 2.756 2.703
N -1.870 0.818 1.434
C -3.228 0.533 1.654
C -4.112 0.611 0.556
C -5.444 0.250 0.717
C -5.926 -0.183 1.944
C -5.056 -0.257 3.021
C -3.715 0.092 2.898
C -2.796 -0.021 4.099
C -3.201 0.963 5.200
C -2.737 -1.457 4.631
C -3.609 1.091 -0.795
C -3.692 -0.011 -1.853
C -4.346 2.349 -1.259
H -1.221 2.810 -2.837
H -0.522 1.223 -2.492
H -1.090 1.602 -4.133
H 1.255 2.920 -2.687
H 0.170 3.424 -5.493
H 1.703 4.051 -4.862
H 0.166 4.516 -4.112
H 1.574 1.908 -6.153
H 2.879 -0.035 -6.929
H 3.679 -1.693 -5.281
H 3.987 -2.442 -3.297
H 3.502 -0.874 -0.732
H 4.962 -0.776 -1.709
H 4.503 -2.319 -0.942
H 1.436 -2.042 -1.756
H 2.371 -3.522 -1.647
H 1.591 -3.052 -3.191
H 3.677 2.985 0.755
H 2.735 3.819 2.934
H 0.306 3.368 3.426
H -6.118 0.311 -0.133
H -6.967 -0.463 2.060
H -5.427 -0.596 3.983
H -1.796 0.251 3.770
H -4.195 0.725 5.595
H -3.205 1.976 4.799
H -2.491 0.919 6.031
H -3.714 -1.785 4.997
H -2.027 -1.531 5.458
H -2.419 -2.152 3.851
H -2.558 1.350 -0.662
H -4.729 -0.318 -2.027
H -3.138 -0.898 -1.537
H -3.273 0.333 -2.803
H -5.412 2.153 -1.412
H -3.929 2.708 -2.204
H -4.252 3.142 -0.515
C 4.637 -2.616 2.334
S 4.674 -4.283 1.632
C 3.495 -5.073 2.652
C 2.152 -4.851 2.619
S 1.259 -3.783 1.633
S 1.263 -5.822 3.792
C 2.570 -6.698 4.500
S 2.391 -7.880 5.652
S 4.078 -6.236 3.835
H 5.279 -1.983 1.720
H 5.001 -2.627 3.359
H 3.616 -2.238 2.291
*
```

The highest occupied orbital energy comes out at -0.10045 hartree. Its HOMO-LUMO gap is 0.238 hartree. As for the energy above the lowest of the compared OMol25 structures with the same formula, charge and spin: 7.0 kcal per mole.



No. 3
A structure of composition C35H40FN6O8RuSe3Te, computed with the ωB97M-V functional and the def2-TZVPD basis.

```
! wB97M-V def2-TZVPD RIJCOSX def2/J DEFGRID3
* xyz -2 2
Ru -0.962 -0.214 0.099
Se -3.260 1.123 -0.999
Se -1.788 -0.750 -2.847
C -2.461 -2.096 -1.685
C -3.647 -2.770 -1.922
C -4.003 -3.825 -1.090
C -3.098 -4.212 -0.103
C -1.950 -3.475 0.082
N -1.649 -2.377 -0.644
C -1.861 2.221 -1.611
C -2.082 3.300 -2.462
C -0.991 4.024 -2.893
C 0.277 3.660 -2.460
C 0.393 2.577 -1.605
N -0.648 1.876 -1.197
H -4.273 -2.444 -2.737
H -4.933 -4.354 -1.234
H -3.284 -5.079 0.514
H -1.216 -3.768 0.824
H -3.090 3.521 -2.784
H -1.128 4.859 -3.569
H 1.157 4.192 -2.791
H 1.363 2.245 -1.254
C 2.422 -1.116 5.152
C 2.574 -0.587 3.724
C 3.660 -1.383 2.987
C 2.946 0.900 3.778
N 1.301 -0.847 3.044
N 1.178 -0.385 1.704
H 3.370 -1.042 5.683
H 2.109 -2.156 5.130
H 1.674 -0.544 5.696
H 4.575 -1.423 3.576
H 3.898 -0.928 2.026
H 3.301 -2.397 2.813
H 3.902 1.033 4.281
H 2.187 1.460 4.322
H 3.027 1.315 2.776
H 0.540 -0.420 3.567
H 1.989 -0.692 1.168
H 1.117 0.637 1.651
C -3.080 -1.726 4.202
C -1.887 -2.269 3.758
C -1.356 -1.866 2.544
C -1.985 -0.903 1.757
C -3.190 -0.379 2.211
C -3.730 -0.788 3.420
H -3.494 -2.015 5.158
H -1.354 -2.988 4.368
H -0.417 -2.303 2.221
H -3.715 0.367 1.623
H -4.655 -0.346 3.766
F -0.923 0.899 6.474
C -0.334 1.932 5.801
C -0.806 2.251 4.551
N -0.277 3.313 3.847
C -0.948 3.776 2.656
C -1.412 2.662 1.654
O -2.413 2.944 1.002
O -0.701 1.639 1.611
C 0.763 4.049 4.344
O 1.248 5.008 3.767
N 1.238 3.642 5.570
C 0.704 2.651 6.442
O 1.176 2.534 7.573
H -1.601 1.701 4.078
H -0.260 4.430 2.118
H -1.835 4.356 2.929
H 1.985 4.206 5.955
O 0.880 0.416 -3.695
Se 1.674 -0.332 -2.570
O 3.200 0.068 -2.577
O 1.106 -0.242 -1.052
O 1.583 -2.035 -2.759
C 3.378 -8.429 -3.074
C 2.959 -7.077 -2.575
C 1.692 -6.578 -2.825
C 1.299 -5.335 -2.353
C -0.082 -4.827 -2.632
C 2.194 -4.560 -1.606
Te 1.556 -2.643 -0.786
C 3.486 -5.040 -1.374
C 4.490 -4.228 -0.607
C 3.845 -6.291 -1.854
H 2.552 -8.929 -3.576
H 3.711 -9.049 -2.242
H 4.206 -8.333 -3.777
H 0.994 -7.171 -3.399
H -0.609 -5.467 -3.341
H -0.027 -3.818 -3.044
H -0.657 -4.780 -1.703
H 4.407 -3.172 -0.877
H 5.502 -4.573 -0.814
H 4.300 -4.310 0.465
H 4.842 -6.665 -1.664
*
```

The highest occupied orbital energy (spin up / spin down) comes out at -0.02634 / -0.01900 hartree. Its HOMO-LUMO gap (spin up / spin down) is 0.166 / 0.158 hartree. As for the energy above the lowest of the compared OMol25 structures with the same formula, charge and spin: 100.5 kcal per mole.



No. 4
A structure of composition C35H40HgN9O3S2, computed with the ωB97M-V functional and the def2-TZVPD basis.

```
! wB97M-V def2-TZVPD RIJCOSX def2/J DEFGRID3
* xyz 0 2
Hg -0.194 -0.090 0.353
C -0.149 -0.056 3.421
C -1.658 -0.334 3.372
N -2.128 -0.449 1.995
C -3.346 0.258 1.618
C -3.111 1.357 0.555
N -1.790 1.971 0.667
C -1.554 2.755 1.871
C -0.358 2.280 2.776
N 0.217 0.980 2.458
H 0.118 0.217 4.448
H 0.393 -0.964 3.152
H -1.836 -1.259 3.925
H -2.208 0.463 3.877
H -2.206 -1.442 1.802
H -4.086 -0.431 1.205
H -3.794 0.703 2.509
H -3.157 0.915 -0.440
H -3.926 2.087 0.638
H -1.595 2.506 -0.166
H -1.360 3.790 1.592
H -2.462 2.760 2.477
H 0.426 3.034 2.732
H -0.713 2.269 3.809
H 1.217 1.040 2.328
N -1.394 -7.494 -2.856
C -1.194 -6.651 -1.771
C -2.268 -5.965 -1.199
C -2.062 -5.084 -0.153
C -0.776 -4.873 0.340
C 0.300 -5.560 -0.217
C 0.089 -6.437 -1.263
S -0.562 -3.741 1.683
O -1.904 -3.267 1.979
O 0.152 -4.377 2.753
N 0.198 -2.428 1.115
C 1.554 -2.361 0.977
N 2.387 -3.421 1.035
C 3.684 -3.186 0.902
C 4.221 -1.924 0.703
C 3.305 -0.897 0.615
N 2.000 -1.091 0.743
H -2.331 -7.819 -3.006
H -0.686 -8.184 -3.036
H -3.271 -6.125 -1.583
H -2.893 -4.561 0.302
H 1.291 -5.398 0.183
H 0.929 -6.968 -1.700
H 4.327 -4.062 0.948
H 5.283 -1.755 0.606
H 3.615 0.130 0.448
C -3.577 -2.054 -2.106
C -2.668 -1.711 -1.124
N -1.656 -0.867 -1.315
C -1.441 -0.366 -2.573
C -2.360 -0.646 -3.630
C -3.429 -1.479 -3.377
C -2.100 -0.075 -4.932
C -0.982 0.629 -5.169
C 0.006 0.851 -4.133
C 1.221 1.452 -4.379
C 2.158 1.576 -3.330
C 1.794 1.155 -2.072
N 0.607 0.612 -1.776
C -0.278 0.383 -2.815
H -4.372 -2.757 -1.890
H -2.750 -2.137 -0.125
H -4.134 -1.701 -4.171
H -2.821 -0.254 -5.723
H -0.778 1.025 -6.158
H 1.454 1.800 -5.379
H 3.140 1.998 -3.496
H 2.471 1.280 -1.235
C 1.539 4.373 -1.102
S 1.287 3.798 0.580
O 1.951 2.461 0.702
C 2.355 4.989 1.374
C 1.781 6.049 2.058
C 2.602 6.966 2.706
C 3.979 6.804 2.670
C 4.542 5.725 1.995
C 3.729 4.809 1.345
H 2.607 4.414 -1.312
H 1.083 5.363 -1.186
H 1.049 3.661 -1.766
H 0.700 6.157 2.085
H 2.166 7.798 3.245
H 4.620 7.516 3.176
H 5.617 5.595 1.981
H 4.147 3.949 0.832
*
```

The highest occupied orbital energy (spin up / spin down) comes out at -0.16222 / -0.28009 hartree. Its HOMO-LUMO gap (spin up / spin down) is 0.173 / 0.290 hartree. As for the energy above the lowest of the compared OMol25 structures with the same formula, charge and spin: 15.9 kcal per mole.



No. 5
A structure of composition C35H40N6O3PRbS5, computed with the ωB97M-V functional and the def2-TZVPD basis.

```
! wB97M-V def2-TZVPD RIJCOSX def2/J DEFGRID3
* xyz 0 1
Rb -0.115 0.184 -0.705
O -2.997 -0.765 -4.993
C -3.264 -1.760 -4.133
C -3.748 -2.964 -4.655
C -4.019 -4.032 -3.822
C -3.812 -3.929 -2.445
C -3.342 -2.734 -1.929
C -3.067 -1.635 -2.747
C -2.580 -0.378 -2.088
O -2.487 -0.342 -0.836
N -2.222 0.592 -2.942
N -1.912 1.809 -2.349
C -1.378 2.652 -3.128
S -0.973 2.318 -4.819
C -0.093 3.886 -5.059
C -0.787 4.950 -4.230
S -0.981 4.278 -2.564
H -2.626 -0.024 -4.433
H -3.894 -3.030 -5.726
H -4.391 -4.957 -4.248
H -4.019 -4.766 -1.788
H -3.166 -2.624 -0.865
H -0.117 4.124 -6.123
H 0.944 3.772 -4.743
H -1.771 5.180 -4.638
H -0.199 5.865 -4.156
N 3.539 1.878 0.615
P 2.400 2.102 -0.665
C 3.022 3.732 -1.272
C 4.249 3.891 -1.923
C 4.693 5.152 -2.296
C 3.914 6.272 -2.027
C 2.694 6.128 -1.383
C 2.253 4.863 -1.008
C 3.081 1.019 -1.979
C 3.943 -0.038 -1.719
C 4.378 -0.856 -2.756
C 3.939 -0.634 -4.054
C 3.056 0.408 -4.319
C 2.629 1.227 -3.285
C 3.162 1.241 1.793
C 3.999 1.213 2.913
C 3.555 0.552 4.040
C 2.305 -0.057 4.039
C 1.552 0.030 2.884
N 1.967 0.657 1.774
H 4.390 2.411 0.627
H 4.849 3.018 -2.157
H 5.644 5.263 -2.803
H 4.259 7.256 -2.322
H 2.085 6.999 -1.173
H 1.296 4.747 -0.513
H 4.274 -0.223 -0.704
H 5.054 -1.679 -2.547
H 4.276 -1.277 -4.859
H 2.698 0.576 -5.328
H 1.927 2.034 -3.490
H 4.967 1.701 2.887
H 4.183 0.513 4.922
H 1.923 -0.584 4.903
H 0.575 -0.437 2.839
C 0.849 -4.199 -1.495
S 0.742 -2.830 -0.352
C 1.972 -3.414 0.797
O 1.377 -1.663 -1.065
H 0.749 -5.144 -0.957
H 1.818 -4.117 -1.993
H 0.037 -4.090 -2.214
H 1.619 -4.332 1.269
H 2.093 -2.634 1.551
H 2.900 -3.568 0.241
C -3.987 2.936 -0.148
C -3.015 3.549 0.872
C -2.196 2.517 1.532
N -1.528 1.722 2.026
H -4.518 3.734 -0.668
H -4.720 2.300 0.353
H -3.447 2.331 -0.879
H -3.548 4.094 1.650
H -2.340 4.253 0.385
S -0.798 -2.868 2.858
C -2.328 -2.363 2.452
N -2.749 -1.108 2.323
C -4.089 -0.878 1.782
C -4.880 -2.160 2.041
S -3.636 -3.483 2.138
H -2.079 -0.350 2.291
H -4.011 -0.659 0.719
H -4.545 -0.030 2.292
H -5.568 -2.374 1.226
H -5.430 -2.127 2.979
*
```

The highest occupied orbital energy comes out at -0.27149 hartree. Its HOMO-LUMO gap is 0.280 hartree. As for the energy above the lowest of the compared OMol25 structures with the same formula, charge and spin: 28.3 kcal per mole.



no.,maximum force (eV Å⁻¹),total energy (eV)
1,0.96,-230254.93274
2,0.91,-100239.00896
3,3.24,-270893.29328
4,0.99,-82341.81591
5,1.96,-116149.16087